[1]
Molecular formula: C6H15N3O11S2Zn
Method: DFT, the ωB97M-V functional and the def2-TZVPD basis

```
! wB97M-V def2-TZVPD RIJCOSX def2/J DEFGRID3
* xyz -2 1
Zn -0.3461 0.8311 -0.0786
S -0.7023 -1.8558 -1.9287
O -2.0930 -2.2933 -2.1648
O 0.0191 -2.8676 -1.1259
O -0.0490 -1.5629 -3.2076
O -0.7902 -0.6002 -1.1284
S -1.0974 3.3203 0.3370
O -2.1773 3.8342 1.1725
O -0.2778 2.3722 1.1684
O -1.5775 2.3427 -0.6261
O -0.2749 4.3906 -0.2127
O 1.2495 1.4683 -1.4457
C 1.7315 1.5280 -2.5756
N 1.3604 0.6796 -3.5259
C 2.7002 2.6459 -2.8750
H 0.7472 -0.1120 -3.2911
H 1.8557 0.6862 -4.4000
H 2.2320 3.6287 -2.9066
H 3.2017 2.5818 -3.8496
H 3.5718 2.6829 -2.2221
O -1.6387 -0.1949 1.4059
C -2.5969 -0.9252 1.6298
N -3.2231 -1.5816 0.6352
C -3.1507 -1.1071 3.0289
H -2.8267 -1.7611 -0.2941
H -4.0226 -2.1561 0.8453
H -2.4128 -0.8413 3.7878
H -3.3528 -2.1360 3.3424
H -4.0520 -0.5427 3.2691
O 1.2270 -0.1104 0.9525
C 1.6878 -1.0829 1.5302
N 1.4895 -2.3104 1.0019
C 2.4766 -0.8907 2.8005
H 0.9148 -2.4674 0.1662
H 1.9294 -3.0972 1.4472
H 2.0666 -1.3834 3.6809
H 2.7053 0.1508 3.0163
H 3.4955 -1.2629 2.6405
*
```

* HOMO level: -1.54 eV
* orbital gap: 6.31 eV
* relative energy (zero: lowest compared OMol25 entry of this formula, charge and spin): 0.0 kcal/mol
* LUMO: 0.176 Ha


[2]
Molecular formula: C6H8NO6
Method: DFT, the ωB97M-V functional and the def2-TZVPD basis

```
! wB97M-V def2-TZVPD RIJCOSX def2/J DEFGRID3
* xyz -1 1
O -1.5030 0.3888 2.0671
C -1.0426 -0.5523 1.3654
C -1.9053 -1.1890 0.3198
C -1.4305 -0.6462 -1.1682
N -0.6194 0.5325 -1.1654
C 0.5674 0.3935 -0.4486
O 1.4078 -0.5908 -0.8613
C 2.8046 -0.3027 -1.0789
O 3.2927 -0.9319 -1.9877
O 3.4080 0.5229 -0.3242
C 0.7310 1.2210 0.5812
O 1.8222 1.2675 1.3461
O -0.2377 2.1871 0.7997
H -0.1373 -1.0161 1.6356
H -2.9957 -0.9299 0.5002
H -1.8345 -2.2341 0.3973
H -0.7373 -1.4157 -1.5677
H -2.1978 -0.5594 -1.9127
H -1.1769 1.2982 -0.7425
H 2.5695 0.7344 0.7910
H -0.7852 1.8220 1.4535
*
```

* HOMO level: -3.97 eV
* orbital gap: 7.41 eV
* SMILES: O=CCCNC(OC(=O)[O-])=C(O)O
* relative energy (zero: lowest compared OMol25 entry of this formula, charge and spin): 36.7 kcal/mol
* LUMO: 0.127 Ha


[3]
Molecular formula: C12H19CdO7P
Method: DFT, the ωB97M-V functional and the def2-TZVPD basis

```
! wB97M-V def2-TZVPD RIJCOSX def2/J DEFGRID3
* xyz 2 1
Cd -0.0575 -0.2131 -0.5982
O -0.0838 3.3457 -0.2182
C -0.0813 2.2268 -0.4242
C 0.0445 -2.5457 -0.4313
O 0.1159 -3.6425 -0.0996
C 2.0038 -0.1090 0.2762
O 3.0842 -0.0205 0.6529
C -2.1802 -0.0965 0.0987
O -3.1970 -0.0252 0.6294
C -0.0173 0.6668 -3.1638
H -0.9483 1.2508 -3.2022
H 0.9112 1.2562 -3.1646
C -0.0131 -0.6839 -3.2440
H 0.9222 -1.2661 -3.3194
H -0.9432 -1.2696 -3.3545
C -0.2517 -3.2854 3.4848
C -1.1443 -2.1538 3.0433
O -0.4763 -0.9362 2.6037
P 0.9186 -0.3014 3.3133
O 0.5689 -0.4525 4.9039
C -0.3047 0.3407 5.7790
C -1.7610 0.0154 5.6277
O 0.5036 1.2884 3.0526
C 1.2639 2.3869 3.5980
C 0.3501 3.5789 3.7258
H 0.5622 -3.4319 2.7768
H -0.8376 -4.2106 3.5101
H 0.1751 -3.0928 4.4708
H -1.7763 -2.4551 2.1931
H -1.8368 -1.8886 3.8582
H 0.0533 0.1025 6.7832
H -0.1040 1.4084 5.6315
H -1.9391 -1.0591 5.7621
H -2.3153 0.5473 6.4115
H -2.1340 0.3663 4.6558
H 1.6770 2.1190 4.5773
H 2.1228 2.5968 2.9459
H -0.6170 3.2927 4.1552
H 0.8183 4.3499 4.3479
H 0.1740 4.0012 2.7333
*
```

* HOMO level: -14.99 eV
* orbital gap: 6.91 eV
* relative energy (zero: lowest compared OMol25 entry of this formula, charge and spin): 0.0 kcal/mol
* LUMO: -0.297 Ha


[4]
Molecular formula: C3H5O3P
Method: DFT, the ωB97M-V functional and the def2-TZVPD basis

```
! wB97M-V def2-TZVPD RIJCOSX def2/J DEFGRID3
* xyz 0 3
C 0.2690 1.5624 0.0016
C 0.6823 0.3692 0.0476
C 1.6213 -0.5620 -0.0805
O -0.2938 2.5734 -0.1513
O 1.3213 -1.8769 -0.1441
O 2.9346 -0.2685 -0.0339
P -2.7853 -0.5621 -0.1254
H -1.7850 -0.0924 -0.8645
H 0.4566 -2.1305 -0.3749
H 3.0906 0.5847 0.2872
H -3.4033 0.7339 0.3460
H -2.1082 -0.3312 1.0924
*
```

* HOMO level (spin up / spin down): -5.91 / -9.86 eV
* orbital gap (spin up / spin down): 6.21 / 7.17 eV
* expectation value of S²: 2.02
* relative energy (zero: lowest compared OMol25 entry of this formula, charge and spin): 56.8 kcal/mol
* LUMO (spin up / spin down): 0.011 / -0.099 Ha